(1)
Computed, not measured: one molecule with the formula C18H33F4N7O5S2 in a non-equilibrium geometry, with ωB97M-V/def2-TZVPD.

HOMO = -9.07 eV
DFT total energy = -72407.357 eV
largest force on an atom = 1.69 eV Å⁻¹
LUMO = 0.54 eV

The geometry in ORCA input format:
```
! RIJCOSX wB97M-V def2-TZVPD def2/J DEFGRID3
* xyz 0 1
C 2.955 -1.052 -4.268
N 2.415 -1.352 -2.930
C 0.962 -1.166 -2.815
C 0.499 -0.012 -1.860
C 1.184 1.184 -2.493
O 0.840 2.455 -1.893
C 1.109 3.537 -2.653
F 0.138 3.755 -3.556
F 2.275 3.452 -3.306
F 1.170 4.613 -1.852
O -0.895 -0.009 -2.254
S -1.850 1.223 -1.774
O -2.903 1.235 -2.734
O -2.533 0.573 -0.460
C -1.763 -0.264 0.450
C -1.968 -1.711 0.011
C -2.641 -0.098 1.729
C -2.690 -1.267 2.732
S -4.206 -2.273 2.665
C -3.529 -3.789 2.155
N -2.368 -4.205 2.424
N -2.211 -5.429 1.791
C -3.311 -5.654 1.203
O -4.202 -4.682 1.364
C -0.290 0.188 0.728
N 0.042 -0.516 1.962
C -0.332 1.731 1.003
C 0.247 2.332 2.297
N 0.432 3.799 2.089
N 1.525 1.856 2.778
N -0.749 2.186 3.380
C 0.803 -0.268 -0.338
C 1.045 -1.796 -0.172
C 2.256 0.247 -0.042
C 2.707 1.697 0.048
F 3.866 1.711 0.828
H 4.002 -0.789 -4.157
H 2.857 -1.885 -4.959
H 2.482 -0.175 -4.690
H 2.595 -2.335 -2.780
H 0.397 -2.069 -2.626
H 0.603 -0.852 -3.792
H 2.262 1.094 -2.483
H 0.911 1.226 -3.544
H -1.424 -2.417 0.620
H -1.663 -1.896 -1.014
H -3.033 -1.907 0.036
H -3.660 0.086 1.415
H -2.347 0.782 2.292
H -2.709 -0.840 3.730
H -1.823 -1.908 2.729
H -3.439 -6.562 0.647
H -0.419 -0.143 2.780
H 1.031 -0.548 2.148
H 0.103 2.251 0.156
H -1.360 2.083 0.991
H -0.256 4.103 1.407
H 1.340 3.974 1.667
H 2.010 2.605 3.252
H 1.409 1.082 3.414
H -1.570 2.730 3.136
H -0.341 2.602 4.207
H 0.263 -2.416 -0.588
H 1.971 -2.080 -0.657
H 1.195 -2.090 0.858
H 2.866 -0.188 -0.827
H 2.621 -0.252 0.849
H 2.054 2.446 0.464
H 3.042 2.062 -0.918
*
```

(2)
Computed, not measured: a 8-piece molecular cluster, H16O8 overall in a non-equilibrium geometry, with ωB97M-V/def2-TZVPD.

HOMO = -10.65 eV
DFT total energy = -16639.813 eV
energy relative to the best compared isomer or geometry (same formula, charge and spin) = 50.7 kcal per mole
largest force on an atom = 2.09 eV Å⁻¹
LUMO = -0.26 eV
SMILES = O.O.O.O.O.O.O.O

The geometry in ORCA input format:
```
! RIJCOSX wB97M-V def2-TZVPD def2/J DEFGRID3
* xyz 0 1
O -8.342 -26.915 -17.715
H -7.946 -27.186 -16.906
H -9.197 -26.568 -17.455
O -4.804 -27.662 -14.031
H -5.495 -27.901 -13.389
H -4.324 -26.918 -13.683
O -5.204 -26.854 -17.453
H -4.793 -26.502 -18.233
H -6.142 -26.910 -17.565
O -7.108 -27.284 -15.314
H -6.183 -27.405 -15.109
H -7.516 -27.594 -14.499
O -2.622 -27.510 -16.066
H -2.563 -27.289 -17.033
H -3.543 -27.710 -15.931
O -9.400 -28.215 -12.562
H -9.906 -28.591 -11.806
H -8.599 -28.733 -12.692
O -5.678 -24.683 -15.096
H -5.738 -24.258 -14.230
H -6.252 -25.420 -15.079
O -6.913 -29.380 -12.659
H -6.986 -29.208 -11.693
H -6.289 -30.099 -12.683
*
```

(3)
Computed, not measured: C39H44BInN5O10 as an isolated structure in a non-equilibrium geometry, with ωB97M-V/def2-TZVPD.

HOMO = -2.80 eV
DFT total energy = -74919.431 eV
largest force on an atom = 2.53 eV Å⁻¹
LUMO = 0.37 eV

The geometry in ORCA input format:
```
! RIJCOSX wB97M-V def2-TZVPD def2/J DEFGRID3
* xyz -1 1
C -2.891 6.148 3.594
C -1.785 6.530 2.881
In -0.083 5.061 2.463
C 0.102 3.804 4.288
C 1.532 3.526 4.795
C 2.281 2.461 4.008
C 3.651 2.307 4.196
C 4.329 1.323 3.523
C 3.708 0.463 2.642
C 2.349 0.607 2.440
C 1.672 1.596 3.122
B -0.700 3.930 0.551
O -0.487 4.587 -0.669
C -1.377 2.489 0.483
C -1.385 1.968 -1.005
N 1.627 6.275 1.977
C 2.235 5.977 0.683
C 2.543 6.382 2.988
C 2.275 7.286 4.193
O 3.616 5.754 2.973
H -3.040 6.472 4.637
H -3.648 5.528 3.099
H -1.656 7.567 2.533
H -0.428 2.859 4.118
H -0.454 4.299 5.098
H 1.428 3.082 5.808
H 2.143 4.422 4.942
H 4.175 2.954 4.895
H 5.397 1.205 3.712
H 4.224 -0.325 2.095
H 1.792 -0.056 1.780
H 0.599 1.676 2.973
H -0.614 5.522 -0.467
H -0.847 1.719 1.059
H -2.419 2.489 0.835
H -1.402 0.866 -0.959
H -0.450 2.209 -1.519
H -2.261 2.309 -1.560
H 2.252 4.912 0.414
H 3.227 6.433 0.574
H 1.610 6.466 -0.084
H 3.213 7.397 4.742
H 1.980 8.286 3.856
H 1.516 6.832 4.843
C 4.079 -5.535 1.633
C 3.177 -4.843 2.430
C 2.448 -3.791 1.899
C 2.630 -3.449 0.572
C 3.530 -4.124 -0.233
C 4.258 -5.173 0.304
N 1.841 -2.348 0.002
O 1.076 -1.767 0.741
O 2.000 -2.086 -1.175
H 4.644 -6.360 2.048
H 3.041 -5.125 3.465
H 1.747 -3.252 2.522
H 3.669 -3.845 -1.268
H 4.964 -5.712 -0.314
C 0.304 -1.411 -5.657
C 0.337 -1.914 -4.363
C -0.368 -3.065 -4.048
C -1.096 -3.700 -5.040
C -1.143 -3.206 -6.331
C -0.439 -2.054 -6.640
N -1.825 -4.934 -4.719
O -1.783 -5.338 -3.574
O -2.428 -5.488 -5.620
H 0.860 -0.515 -5.901
H 0.915 -1.411 -3.598
H -0.340 -3.453 -3.040
H -1.715 -3.703 -7.098
H -0.467 -1.661 -7.647
C -1.131 -1.799 7.754
C -1.934 -1.445 6.679
C -2.137 -0.108 6.375
C -1.528 0.859 7.154
C -0.731 0.522 8.232
C -0.534 -0.817 8.533
N -1.723 2.278 6.818
O -2.441 2.536 5.878
O -1.145 3.101 7.501
H -0.969 -2.845 7.986
H -2.399 -2.211 6.073
H -2.761 0.167 5.537
H -0.263 1.285 8.836
H 0.090 -1.095 9.372
C -4.670 -6.932 -11.306
C -3.412 -6.985 -10.721
C -2.805 -5.822 -10.273
C -3.473 -4.619 -10.414
C -4.724 -4.549 -11.001
C -5.323 -5.715 -11.449
N -2.843 -3.388 -9.917
O -1.735 -3.481 -9.424
O -3.465 -2.352 -10.023
H -5.143 -7.842 -11.651
H -2.904 -7.934 -10.612
H -1.827 -5.866 -9.818
H -5.235 -3.603 -11.110
H -6.302 -5.675 -11.908
*
```

(4)
Computed, not measured: C3H4LiNaO3 as an isolated structure in a non-equilibrium geometry, with ωB97M-V/def2-TZVPD.

HOMO (spin up / spin down) = -12.27 / -12.10 eV
DFT total energy = -13931.559 eV
energy relative to the best compared isomer or geometry (same formula, charge and spin) = 72.8 kcal per mole
expectation value of S² = 0.7925
largest force on an atom = 5.90 eV Å⁻¹
LUMO (spin up / spin down) = -3.69 / -5.23 eV

The geometry in ORCA input format:
```
! RIJCOSX wB97M-V def2-TZVPD def2/J DEFGRID3
* xyz 1 2
O 1.110 0.001 -0.026
C 0.401 -1.095 -0.028
C 0.926 -2.208 0.727
H -0.925 0.193 0.248
H 0.146 -1.349 -1.074
H 1.956 -2.160 1.084
H 0.522 -3.205 0.544
Li 1.903 1.636 -0.634
O 0.252 2.372 -0.163
C -0.685 1.531 -0.105
O -1.821 1.797 -0.549
Na -3.785 2.487 -0.023
*
```

(5)
Computed, not measured: one molecule with the formula C4H5NO3 in a non-equilibrium geometry, with ωB97M-V/def2-TZVPD.

HOMO = -8.23 eV
DFT total energy = -11858.706 eV
energy relative to the best compared isomer or geometry (same formula, charge and spin) = 76.0 kcal per mole
largest force on an atom = 2.06 eV Å⁻¹
LUMO = 0.62 eV
SMILES = Oc1cc(O)n(O)c1

The geometry in ORCA input format:
```
! RIJCOSX wB97M-V def2-TZVPD def2/J DEFGRID3
* xyz 0 1
O -2.658 0.204 0.087
C -1.297 0.116 0.069
C -0.477 1.285 0.016
C 0.815 0.830 -0.179
O 2.049 1.331 0.046
N 0.768 -0.536 -0.396
O 1.865 -1.236 0.164
C -0.559 -0.986 -0.108
H -3.008 -0.718 -0.037
H -0.813 2.324 -0.001
H 2.624 0.600 -0.253
H 1.590 -1.280 1.135
H -0.899 -1.933 -0.543
*
```

(6)
Computed, not measured: C8H4LaNO5S as an isolated structure in a non-equilibrium geometry, with ωB97M-V/def2-TZVPD.

HOMO = -14.72 eV
DFT total energy = -31761.937 eV
largest force on an atom = 7.07 eV Å⁻¹
LUMO = -9.06 eV

The geometry in ORCA input format:
```
! RIJCOSX wB97M-V def2-TZVPD def2/J DEFGRID3
* xyz 2 1
O 0.219 0.431 -4.547
C 0.186 0.389 -3.396
La 0.321 0.336 -0.854
O -2.871 0.934 -3.019
C -2.033 0.836 -2.240
C -1.661 -1.040 0.092
O -2.463 -1.340 0.902
C 0.444 -3.070 -0.440
O 1.081 -2.453 0.451
C -0.721 -2.385 -1.045
O -1.429 -2.690 -1.973
H 0.706 -4.080 -0.823
S 0.274 3.189 2.420
C 1.619 2.234 2.982
C 1.763 1.058 2.253
N 0.801 0.927 1.229
C -0.045 1.982 1.220
H 2.284 2.511 3.786
H 2.472 0.248 2.404
H -0.946 1.984 0.599
*
```

(7)
Computed, not measured: a 10-piece molecular cluster, C35H94N6O14 overall in a non-equilibrium geometry, with ωB97M-V/def2-TZVPD.

HOMO = -8.25 eV
DFT total energy = -75416.930 eV
largest force on an atom = 3.77 eV Å⁻¹
LUMO = 0.43 eV
SMILES = COCCNCCOC.COCCNCCOC.COCCNCCOC.COCCNCCOC.NC(N)=O.CCO.CCO.CCO.CCO.CCO

The geometry in ORCA input format:
```
! RIJCOSX wB97M-V def2-TZVPD def2/J DEFGRID3
* xyz 0 1
C -0.787 -2.967 -2.502
O -0.033 -1.746 -2.451
C 1.318 -1.996 -2.424
C 2.047 -0.809 -2.963
N 1.811 -0.583 -4.355
C 2.711 -1.252 -5.281
C 2.110 -1.303 -6.688
O 0.828 -1.918 -6.673
C 0.064 -1.412 -7.749
H -1.794 -2.615 -2.182
H -0.523 -3.629 -1.656
H -0.691 -3.513 -3.459
H 1.597 -2.866 -3.103
H 1.601 -2.311 -1.402
H 3.135 -0.846 -2.889
H 1.644 0.042 -2.337
H 0.886 -0.939 -4.653
H 2.890 -2.273 -4.921
H 3.720 -0.816 -5.325
H 2.722 -1.751 -7.513
H 1.907 -0.248 -6.964
H -0.350 -0.455 -7.458
H -0.728 -2.150 -7.894
H 0.603 -1.382 -8.711
C 4.811 -1.936 3.717
O 4.132 -1.159 4.736
C 2.736 -1.520 4.856
C 1.992 -0.776 3.792
N 1.700 0.599 3.983
C 2.814 1.521 4.060
C 3.226 1.861 2.665
O 2.603 2.956 2.081
C 3.093 4.267 2.427
H 4.924 -2.966 4.054
H 5.801 -1.412 3.513
H 4.274 -2.007 2.789
H 2.451 -1.240 5.877
H 2.694 -2.597 4.770
H 1.088 -1.384 3.673
H 2.464 -0.971 2.833
H 1.109 0.724 4.816
H 3.649 1.163 4.681
H 2.479 2.501 4.508
H 2.993 1.053 2.008
H 4.309 2.015 2.613
H 2.917 4.893 1.568
H 4.149 4.267 2.688
H 2.461 4.658 3.209
C -4.034 1.331 0.670
O -5.377 1.337 0.252
C -6.123 0.565 1.186
C -7.614 0.840 0.980
N -7.995 2.263 1.082
C -9.348 2.532 0.760
C -9.578 3.921 0.360
O -8.733 4.234 -0.839
C -8.927 5.523 -1.285
H -3.617 0.330 0.662
H -3.915 1.900 1.649
H -3.472 1.824 -0.149
H -5.876 0.884 2.260
H -5.986 -0.449 1.014
H -8.155 0.156 1.622
H -7.744 0.457 -0.071
H -7.434 2.886 0.510
H -9.935 2.129 1.619
H -9.808 1.944 -0.061
H -9.380 4.709 1.141
H -10.646 3.884 -0.002
H -8.407 6.123 -0.602
H -10.001 5.807 -1.326
H -8.478 5.620 -2.247
C 8.261 -0.696 1.125
O 7.731 -0.872 -0.177
C 6.634 -1.675 -0.084
C 5.820 -1.618 -1.456
N 5.441 -0.229 -1.756
C 4.472 0.369 -0.844
C 4.084 1.842 -1.316
O 5.236 2.674 -1.207
C 5.534 3.111 0.068
H 9.076 0.009 1.019
H 8.588 -1.728 1.399
H 7.460 -0.331 1.872
H 6.038 -1.348 0.778
H 6.855 -2.728 0.309
H 4.938 -2.221 -1.459
H 6.581 -1.902 -2.243
H 6.260 0.322 -1.795
H 4.782 0.290 0.181
H 3.600 -0.291 -0.930
H 3.202 2.228 -0.732
H 3.772 1.715 -2.333
H 4.631 3.500 0.516
H 6.269 3.897 -0.131
H 5.814 2.255 0.708
N 1.502 -4.116 1.401
C 2.620 -4.103 0.587
N 3.136 -5.359 0.281
O 3.172 -3.080 0.336
H 1.043 -3.260 1.520
H 1.173 -5.003 1.758
H 3.602 -5.419 -0.606
H 2.429 -6.084 0.343
C -2.743 -3.213 2.088
C -2.038 -2.181 1.191
O -0.695 -2.067 1.609
H -3.575 -3.718 1.579
H -3.134 -2.785 2.994
H -2.007 -3.915 2.439
H -2.518 -1.212 1.280
H -2.121 -2.445 0.154
H -0.447 -1.119 1.657
C -1.971 -0.163 5.131
C -1.533 0.161 6.523
O -0.233 0.697 6.789
H -2.031 0.736 4.496
H -2.998 -0.503 5.221
H -1.459 -1.011 4.637
H -1.641 -0.701 7.150
H -2.188 0.910 6.916
H 0.356 -0.045 6.785
C -4.013 -0.730 -2.390
C -4.515 -2.095 -2.042
O -4.565 -2.191 -0.657
H -4.749 0.045 -2.147
H -3.691 -0.544 -3.437
H -3.087 -0.456 -1.835
H -3.816 -2.921 -2.306
H -5.490 -2.066 -2.559
H -4.911 -3.021 -0.378
C 0.702 1.169 0.023
C -0.479 1.480 0.900
O -0.443 0.853 2.082
H 1.611 1.511 0.537
H 0.528 1.649 -0.935
H 0.738 0.138 -0.263
H -1.393 1.116 0.388
H -0.448 2.616 0.956
H 0.417 0.952 2.568
C -0.572 2.520 -4.781
C -1.822 2.034 -4.092
O -1.524 1.625 -2.704
H 0.007 3.289 -4.199
H -0.841 2.944 -5.779
H 0.061 1.660 -4.969
H -2.324 1.230 -4.622
H -2.486 2.910 -3.951
H -0.647 1.186 -2.729
*
```

(8)
Computed, not measured: a 3-piece molecular cluster, C2H10NO4 overall in a non-equilibrium geometry, with ωB97M-V/def2-TZVPD.

HOMO = -13.44 eV
DFT total energy = -11908.447 eV
energy relative to the best compared isomer or geometry (same formula, charge and spin) = 49.6 kcal per mole
largest force on an atom = 4.83 eV Å⁻¹
LUMO = -3.99 eV

The geometry in ORCA input format:
```
! RIJCOSX wB97M-V def2-TZVPD def2/J DEFGRID3
* xyz 1 1
O 2.950 -1.836 -0.822
C 1.998 -1.182 -0.799
O 1.669 -0.114 -1.557
C 0.995 -1.477 0.288
N -0.302 -1.079 -0.234
H 1.950 -0.041 -2.571
H 0.938 -2.553 0.652
H 1.123 -0.721 1.115
H -0.415 -1.418 -1.140
H -1.166 -1.217 0.383
H -0.230 -0.009 -0.351
H 0.825 1.560 -3.457
H -0.512 1.062 -4.089
O 0.095 0.870 -3.446
H -3.415 2.775 4.545
H -3.361 2.292 6.010
O -3.143 3.088 5.474
*
```

(9)
Computed, not measured: one molecule with the formula C5H7N in a non-equilibrium geometry, with ωB97M-V/def2-TZVPD.

HOMO = -8.62 eV
DFT total energy = -6784.479 eV
energy relative to the best compared isomer or geometry (same formula, charge and spin) = 93.0 kcal per mole
largest force on an atom = 2.00 eV Å⁻¹
LUMO = 1.17 eV
SMILES = C1[C@@H]2[C@H]1[C@@H]1N[C@H]21

The geometry in ORCA input format:
```
! RIJCOSX wB97M-V def2-TZVPD def2/J DEFGRID3
* xyz 0 1
C 1.224 -0.295 0.574
C 0.436 -0.687 -0.633
C 0.674 0.822 -0.216
C -0.864 0.926 -0.048
N -1.586 -0.233 0.794
C -1.073 -0.431 -0.519
H 2.284 -0.447 0.389
H 0.926 -0.439 1.606
H 0.810 -1.420 -1.346
H 1.303 1.682 -0.492
H -1.384 1.844 -0.336
H -0.976 -0.627 1.517
H -1.750 -0.697 -1.314
*
```

(10)
Computed, not measured: C3H2BiCl2GaO4 as an isolated structure in a non-equilibrium geometry, with ωB97M-V/def2-TZVPD.

HOMO = -28.16 eV
DFT total energy = -94535.583 eV
energy relative to the best compared isomer or geometry (same formula, charge and spin) = 93.5 kcal per mole
largest force on an atom = 5.56 eV Å⁻¹
LUMO = -22.31 eV

The geometry in ORCA input format:
```
! RIJCOSX wB97M-V def2-TZVPD def2/J DEFGRID3
* xyz 4 1
Bi -4.200 -1.936 -0.441
Ga -1.517 -2.139 -0.801
Cl -1.087 -4.178 -1.166
Cl -3.085 -1.719 1.803
C -0.833 -0.253 -1.590
C -4.918 -4.806 -0.566
C -6.642 -2.679 -1.318
O -0.156 0.613 -1.252
O -5.610 -5.694 -0.762
O -7.563 -3.293 -1.566
O 0.280 -1.446 0.824
H -0.158 -0.834 1.449
H 0.928 -0.843 0.385
*
```

(11)
Computed, not measured: one molecule with the formula C10H8INO in a non-equilibrium geometry, with ωB97M-V/def2-TZVPD.

HOMO = -9.34 eV
DFT total energy = -22136.273 eV
energy relative to the best compared isomer or geometry (same formula, charge and spin) = 14.5 kcal per mole
largest force on an atom = 4.69 eV Å⁻¹
LUMO = 0.02 eV
SMILES = N#CCC(=O)Cc1cccc(I)c1

The geometry in ORCA input format:
```
! RIJCOSX wB97M-V def2-TZVPD def2/J DEFGRID3
* xyz 0 1
N -3.816 -0.443 2.535
C -3.017 -0.664 1.715
C -1.789 -0.730 0.878
C -1.002 -2.029 1.124
O -1.581 -3.056 1.390
C 0.446 -1.982 1.334
C 1.270 -0.812 0.744
C 1.391 -0.646 -0.682
C 2.040 0.432 -1.162
C 2.491 1.460 -0.397
C 2.231 1.268 1.020
I 2.703 2.848 2.531
C 1.772 0.140 1.578
H -2.059 -0.711 -0.147
H -1.176 0.189 1.101
H 0.872 -2.956 0.936
H 0.626 -2.167 2.392
H 1.010 -1.232 -1.547
H 2.155 0.493 -2.253
H 2.971 2.338 -0.842
H 1.506 0.050 2.627
*
```